*i*
DFT (the ωB97M-V functional and the def2-TZVPD basis) results for a structure of composition C18H22B2F4N7O6V.

Geometry as XYZ:
```
60
C18H22B2F4N7O6V (the ωB97M-V functional and the def2-TZVPD basis)
V 0.209 0.279 0.594
C -3.767 1.210 -0.999
C -2.381 0.742 -0.770
N -1.764 0.796 0.350
O -2.332 1.411 1.417
B -2.921 0.462 2.354
F -3.366 1.050 3.449
F -3.641 -0.503 1.738
O -1.605 -0.502 2.934
N -0.766 -0.964 2.116
C -0.252 -2.176 2.406
C -0.592 -2.931 3.634
C 0.557 -2.671 1.367
N 0.673 -1.827 0.320
O 1.284 -2.302 -0.682
B 0.780 -1.921 -2.302
F 1.817 -2.309 -3.024
F -0.381 -2.612 -2.324
O 0.600 -0.481 -2.330
N -0.327 -0.048 -1.430
C -1.515 0.189 -1.848
C -1.998 -0.025 -3.231
C 1.159 -4.020 1.326
H -4.191 1.647 -0.102
H -4.384 0.364 -1.311
H -3.787 1.941 -1.810
H -1.264 -2.364 4.270
H 0.321 -3.162 4.187
H -1.062 -3.880 3.369
H -1.223 -0.438 -3.866
H -2.345 0.922 -3.651
H -2.854 -0.704 -3.217
H 1.048 -4.536 2.273
H 2.216 -3.947 1.061
H 0.687 -4.606 0.533
N 4.900 2.286 -3.395
C 4.551 1.704 -2.471
C 4.115 0.990 -1.300
C 5.009 0.418 -0.405
C 4.500 -0.221 0.714
C 3.137 -0.267 0.895
N 2.268 0.274 0.021
C 2.755 0.898 -1.054
H 6.075 0.480 -0.581
H 5.153 -0.670 1.448
H 2.720 -0.737 1.777
H 2.056 1.330 -1.749
O 2.322 2.527 2.206
C 1.303 2.123 2.661
O 0.649 1.029 2.147
H 0.787 2.532 3.536
C 0.678 4.885 -2.428
C 0.545 4.763 -0.903
C 0.450 3.373 -0.467
N 0.378 2.283 -0.121
H 0.766 5.938 -2.683
H -0.196 4.482 -2.936
H 1.569 4.373 -2.789
H -0.344 5.278 -0.533
H 1.408 5.197 -0.394
```

Results
HOMO-LUMO gap (spin up / spin down) in eV: 7.28 / 6.67
2S+1: 3
Net charge: +2
E_HOMO (spin up / spin down) in eV: -16.0811 / -16.0788

*ii*
DFT (the ωB97M-V functional and the def2-TZVPD basis) results for a structure of composition C18H22B2F4N7O6V.

Geometry as XYZ:
```
60
C18H22B2F4N7O6V (the ωB97M-V functional and the def2-TZVPD basis)
V 0.239 0.237 0.435
C -3.677 1.189 -1.153
C -2.292 0.740 -0.888
N -1.667 0.850 0.222
O -2.220 1.509 1.276
B -2.759 0.582 2.262
F -3.278 1.231 3.298
F -3.458 -0.433 1.676
O -1.484 -0.276 2.926
N -0.753 -0.878 2.078
C -0.312 -2.105 2.439
C -0.647 -2.737 3.733
C 0.450 -2.706 1.419
N 0.618 -1.917 0.334
O 1.278 -2.456 -0.610
B 0.753 -2.140 -2.186
F 1.707 -2.673 -2.940
F -0.476 -2.731 -2.131
O 0.676 -0.703 -2.352
N -0.249 -0.159 -1.509
C -1.425 0.101 -1.947
C -1.920 -0.138 -3.321
C 0.995 -4.078 1.435
H -4.117 1.632 -0.266
H -4.276 0.332 -1.468
H -3.680 1.907 -1.976
H -1.300 -2.109 4.328
H 0.274 -2.934 4.289
H -1.133 -3.700 3.558
H -1.186 -0.661 -3.923
H -2.161 0.823 -3.781
H -2.843 -0.720 -3.277
H 0.868 -4.547 2.405
H 2.050 -4.070 1.155
H 0.484 -4.674 0.672
N 5.041 2.302 -3.384
C 4.679 1.695 -2.480
C 4.227 0.946 -1.339
C 5.107 0.366 -0.434
C 4.579 -0.323 0.645
C 3.210 -0.393 0.786
N 2.355 0.165 -0.087
C 2.861 0.818 -1.137
H 6.175 0.459 -0.577
H 5.220 -0.789 1.378
H 2.773 -0.895 1.641
H 2.169 1.238 -1.847
O 2.657 2.283 2.223
C 1.521 2.102 2.502
O 0.770 1.102 1.877
H 0.930 2.585 3.289
C 0.244 5.288 -2.078
C 0.290 4.838 -0.613
C 0.412 3.382 -0.501
N 0.494 2.239 -0.434
H 0.216 6.375 -2.106
H -0.647 4.910 -2.577
H 1.126 4.955 -2.621
H -0.613 5.120 -0.066
H 1.139 5.273 -0.082
```

Results
HOMO-LUMO gap (spin up / spin down) in eV: 7.05 / 6.28
2S+1: 3
Net charge: +2
E_HOMO (spin up / spin down) in eV: -15.9375 / -15.9313

Energetically preferred structure: *i* | next structure: +27.7 kJ/mol

*i*
DFT (the ωB97M-V functional and the def2-TZVPD basis) results for the molecule C4H4O4.

Geometry as XYZ:
```
12
C4H4O4 (the ωB97M-V functional and the def2-TZVPD basis)
O 1.946 1.436 -2.037
C 1.802 0.610 -1.184
C 0.451 -0.022 -0.785
O 0.566 -1.283 -0.187
C 0.248 -0.195 0.663
C -1.207 -0.088 1.117
O -1.571 0.478 2.110
O -1.960 -0.815 0.288
H 2.685 0.265 -0.565
H -0.430 0.140 -1.448
H 1.039 -0.019 1.382
H -2.897 -0.734 0.361
```

Results
HOMO-LUMO gap in eV: 10.87
SMILES string: O=C[C@H]1O[C@@H]1C(=O)O
E_HOMO in eV: -10.3873

*ii*
DFT (the ωB97M-V functional and the def2-TZVPD basis) results for a cluster of 2 separate species, C4H4O4 in total.

Geometry as XYZ:
```
12
C4H4O4 (the ωB97M-V functional and the def2-TZVPD basis)
C -0.594 -1.540 0.230
C -0.463 1.410 1.547
C 0.148 0.566 -0.998
C 0.511 -0.558 0.002
O 1.026 1.562 -0.972
O 0.304 1.812 2.268
O -0.804 0.528 -1.732
O 1.616 -0.622 0.481
H 0.815 2.231 -1.644
H -1.560 -1.095 0.017
H -0.544 -1.911 1.240
H -0.456 -2.383 -0.440
```

Results
HOMO-LUMO gap in eV: 9.80
E_HOMO in eV: -10.0975

Energetically preferred structure: *ii* | next structure: +112.4 kJ/mol

*i*
DFT (the ωB97M-V functional and the def2-TZVPD basis) results for a cluster of 3 separate species, C2H10N2O3 in total.

Geometry as XYZ:
```
17
C2H10N2O3 (the ωB97M-V functional and the def2-TZVPD basis)
N 1.304 -0.779 1.474
C -0.004 -0.236 1.359
C -0.175 0.700 0.108
N -1.319 0.561 -0.627
O 0.762 1.297 -0.399
H 1.683 -0.967 0.551
H 1.967 -0.106 1.841
H -0.748 -1.017 1.233
H -0.313 0.425 2.182
H -2.149 0.055 -0.305
H -1.338 0.775 -1.607
O -3.041 -1.481 0.534
H -3.655 -1.685 1.257
H -3.543 -1.533 -0.278
O 2.737 0.244 -2.056
H 1.937 0.760 -1.858
H 3.330 0.946 -2.349
```

Results
HOMO-LUMO gap in eV: 9.46
SMILES string: NCC(N)=O.O.O
E_HOMO in eV: -9.1935

*ii*
DFT (the ωB97M-V functional and the def2-TZVPD basis) results for a cluster of 3 separate species, C2H10N2O3 in total.

Geometry as XYZ:
```
17
C2H10N2O3 (the ωB97M-V functional and the def2-TZVPD basis)
N 2.658 -0.732 -0.915
C 1.792 -0.966 0.256
C 0.499 -0.176 0.146
N 0.261 0.457 1.327
O -0.462 -0.318 -0.607
H 3.469 -1.341 -0.946
H 2.147 -0.707 -1.804
H 1.599 -2.006 0.549
H 2.479 -0.596 1.112
H 0.927 0.811 1.989
H -0.651 0.941 1.428
O -3.164 -0.501 -1.495
H -3.833 -0.574 -0.814
H -2.298 -0.266 -1.138
O -2.049 1.869 0.685
H -1.572 2.671 0.376
H -1.803 1.433 -0.147
```

Results
HOMO-LUMO gap in eV: 10.18
SMILES string: NCC(N)=O.O.O
E_HOMO in eV: -9.5698

Energetically preferred structure: *i* | next structure: +42.7 kJ/mol

*i*
DFT (the ωB97M-V functional and the def2-TZVPD basis) results for the molecule C4H7FOS.

Geometry as XYZ:
```
14
C4H7FOS (the ωB97M-V functional and the def2-TZVPD basis)
C 0.732 0.872 -0.727
C -0.301 0.195 -0.171
C -1.675 0.587 -0.337
C -0.176 -1.107 0.538
O 2.405 -1.255 -0.569
F 2.563 0.494 1.299
S 2.440 0.417 -0.411
H 0.645 1.865 -1.146
H -1.976 0.950 -1.294
H -1.636 1.367 0.512
H -2.408 -0.117 0.040
H -0.390 -1.925 -0.160
H 0.687 -1.358 1.112
H -0.910 -0.984 1.316
```

Results
HOMO-LUMO gap in eV: 9.30
E_HOMO in eV: -9.6629

*ii*
DFT (the ωB97M-V functional and the def2-TZVPD basis) results for the molecule C4H7FOS.

Geometry as XYZ:
```
14
C4H7FOS (the ωB97M-V functional and the def2-TZVPD basis)
C -1.623 0.667 0.910
C -0.951 -0.088 0.043
C -1.349 -0.839 -1.225
S 1.142 -0.169 0.392
C 2.720 0.765 0.483
O 1.293 -1.296 1.301
F 1.316 -0.743 -1.213
H -1.135 1.285 1.674
H -2.713 0.787 0.654
H -0.520 -0.520 -1.906
H -2.434 -0.644 -1.353
H -1.278 -1.958 -1.139
H 2.977 1.177 1.528
H 2.555 1.575 -0.149
```

Results
HOMO-LUMO gap (spin up / spin down) in eV: 8.22 / 8.22
SMILES string: C=C(C)[S@@](=C)(=O)F
E_HOMO (spin up / spin down) in eV: -8.8211 / -8.8190

*iii*
DFT (the ωB97M-V functional and the def2-TZVPD basis) results for the molecule C4H7FOS.

Geometry as XYZ:
```
14
C4H7FOS (the ωB97M-V functional and the def2-TZVPD basis)
C 0.737 0.682 0.301
C -1.032 1.397 -1.237
C 0.174 -0.404 1.011
C 0.500 -1.809 0.591
O -0.195 1.655 -0.121
F -0.307 -0.123 2.159
S -2.258 0.085 -0.817
H 1.309 1.290 0.977
H 1.374 0.215 -0.568
H -1.622 2.301 -1.449
H -0.500 1.087 -2.101
H 0.497 -2.665 1.298
H 1.457 -1.608 0.175
H -0.132 -2.103 -0.220
```

Results
HOMO-LUMO gap in eV: 6.12
E_HOMO in eV: -7.6703

Energetically preferred structure: *i* | next structure: +107.3 kJ/mol

*i*
DFT (the ωB97M-V functional and the def2-TZVPD basis) results for the molecule C8H13NO.

Geometry as XYZ:
```
23
C8H13NO (the ωB97M-V functional and the def2-TZVPD basis)
C 1.343 -1.372 -0.447
C 0.656 -0.413 0.427
C -0.296 0.377 -0.406
C 0.288 1.042 -1.680
C -1.665 -0.390 -0.746
C -2.342 0.662 -0.013
O -3.517 0.921 0.283
N -1.174 1.284 0.293
C 1.413 0.214 1.596
C 0.364 -0.752 1.766
H 0.565 -1.549 -1.203
H 1.694 -2.099 0.274
H 2.143 -0.960 -0.935
H 0.337 0.326 -2.459
H 1.326 1.444 -1.506
H -0.433 1.984 -1.890
H -1.782 -1.389 -0.265
H -1.925 -0.366 -1.823
H -0.948 2.132 0.718
H 1.361 1.245 1.835
H 2.350 -0.170 1.788
H 0.822 -1.625 2.161
H -0.580 -0.546 2.233
```

Results
HOMO-LUMO gap in eV: 10.44
SMILES string: CC1([C@@]2(C)CC(=O)N2)CC1
E_HOMO in eV: -9.6624

*ii*
DFT (the ωB97M-V functional and the def2-TZVPD basis) results for a structure of composition C8H13NO.

Geometry as XYZ:
```
23
C8H13NO (the ωB97M-V functional and the def2-TZVPD basis)
C 1.755 -0.075 0.358
C 2.939 -0.647 -0.432
C 1.916 1.337 0.712
C 0.493 -0.272 -0.672
O 0.139 -1.420 -0.940
H 1.529 -0.698 1.224
H 0.599 0.465 -1.502
H 3.850 -0.585 0.162
H 2.238 1.555 1.730
H 2.734 -1.684 -0.694
H 3.092 -0.092 -1.358
H 0.687 1.777 0.837
H 2.390 1.958 -0.050
C -2.490 -1.291 0.662
C -2.308 0.019 -0.046
C -3.174 0.553 -0.903
C -1.044 0.703 0.211
N -0.683 1.724 0.727
H -2.544 -1.133 1.742
H -3.401 -1.779 0.327
H -1.644 -1.950 0.455
H -3.011 1.522 -1.351
H -4.063 0.012 -1.196
```

Results
HOMO-LUMO gap in eV: 7.89
E_HOMO in eV: -8.7427

Energetically preferred structure: *i* | next structure: +198.7 kJ/mol